No. 1
C31H25BrI2N3O4SSeTi | the ωB97M-V functional and the def2-TZVPD basis

```
! RIJCOSX wB97M-V def2-TZVPD def2/J DEFGRID3
* xyz 0 2
Ti 0.25083 -0.50095 -0.14356
Br 0.59126 -0.06317 2.64200
C 2.47217 0.25751 2.50106
C 3.13886 0.47720 3.66704
C 4.52326 0.73956 3.62362
C 5.16441 0.77850 2.42165
C 4.46670 0.54986 1.21016
C 5.15016 0.60236 -0.02912
C 4.47668 0.37553 -1.19009
C 3.09649 0.07393 -1.15869
C 2.36204 0.00589 0.00213
C 3.07296 0.26574 1.21738
H 2.61506 0.45183 4.61250
H 5.06180 0.91108 4.54615
H 6.22693 0.98533 2.37192
H 6.21131 0.82187 -0.02849
H 4.99602 0.41393 -2.14015
H 2.61967 -0.13486 -2.11173
I -0.09759 4.61213 0.28591
C -0.07875 3.39737 -1.39504
C -0.08448 3.98001 -2.67627
C -0.08775 3.21512 -3.80801
I -0.11051 4.16641 -5.66274
C -0.06268 1.79904 -3.70275
C -0.03472 0.90135 -4.79362
C 0.03197 -0.44610 -4.57926
C 0.08495 -0.92615 -3.26203
N 0.03910 -0.11929 -2.22859
C -0.04830 1.23299 -2.41337
C -0.08763 2.02996 -1.21847
O -0.10831 1.43688 -0.05334
H -0.08965 5.05878 -2.75207
H -0.05648 1.29808 -5.79991
H 0.06318 -1.14753 -5.40030
H 0.19408 -1.98221 -3.04545
C -2.98016 -3.28539 1.54244
N -2.88722 -1.97865 2.17492
C -2.90222 -1.74022 3.53355
C -2.82563 -0.40411 3.70163
N -2.75851 0.15909 2.44380
C -2.67797 1.58530 2.15426
C -2.79408 -0.81217 1.50698
Se -2.73974 -0.57347 -0.33274
H -2.85274 -4.04425 2.31081
H -2.19447 -3.37735 0.80015
H -3.95182 -3.39792 1.06385
H -2.95607 -2.53884 4.25050
H -2.79490 0.19370 4.59418
H -2.46671 2.10657 3.08468
H -3.62127 1.93272 1.73580
H -1.87681 1.76888 1.44146
C -1.22443 -8.81396 -0.01210
C -0.64331 -7.43010 0.07915
C 0.29157 -7.10566 1.05356
C 0.83575 -5.82908 1.12998
C 0.43847 -4.87055 0.21704
C -0.49499 -5.17154 -0.76882
C -1.03058 -6.44324 -0.83086
S 1.09583 -3.23639 0.31034
O 2.01611 -3.19494 1.40730
O 1.57844 -2.83646 -1.00157
O -0.14511 -2.38716 0.55446
H -0.90606 -9.43279 0.82546
H -0.90886 -9.30684 -0.93338
H -2.31484 -8.78176 -0.01758
H 0.60366 -7.85965 1.76615
H 1.56329 -5.57235 1.88775
H -0.79762 -4.40858 -1.47548
H -1.75946 -6.68112 -1.59692
*
```

Calculated values
- HOMO (alpha / beta) (eV) = -7.5 / -7.6
- energy (Eh) = -8480.1735
- energy above the lowest of the compared OMol25 structures with the same formula, charge and spin (eV) = 0.6258
- largest force on an atom (Eh/bohr) = 0.017

Löwdin atomic charge list, values in e, 2 entries: Ti 0.81; Br 0.96



No. 2
C2H5N2OS2 | the ωB97M-V functional and the def2-TZVPD basis

```
! RIJCOSX wB97M-V def2-TZVPD def2/J DEFGRID3
* xyz 1 1
C -1.38009 -0.64790 0.21527
C -1.33725 0.15844 1.46085
N -0.45736 -0.62205 -0.70183
N 1.95805 0.54818 -1.01051
O -2.40342 -1.29835 0.35330
S -0.81473 -0.14863 3.03823
S -2.25732 1.28674 2.29232
H 0.48283 -0.08851 -0.70650
H -0.61686 -1.24859 -1.48170
H 2.56616 0.88194 -0.27339
H 1.78680 1.32605 -1.64170
H 2.47319 -0.14729 -1.54435
*
```

Calculated values
- HOMO (eV) = -14.3
- energy (Eh) = -1060.0157
- energy above the lowest of the compared OMol25 structures with the same formula, charge and spin (eV) = 1.7727
- largest force on an atom (Eh/bohr) = 0.022

Löwdin atomic charge list, values in e, 2 entries: C -0.61; C -0.85



No. 3
C22H28N2O5S | the ωB97M-V functional and the def2-TZVPD basis

```
! RIJCOSX wB97M-V def2-TZVPD def2/J DEFGRID3
* xyz 0 1
C 5.17302 3.83574 0.59743
O 5.45172 2.64934 -0.10355
C 4.81823 1.50929 0.27747
C 3.92429 1.40148 1.32685
C 3.33083 0.18141 1.62952
C 3.62659 -0.94823 0.88995
C 2.95187 -2.26380 1.15786
C 1.83010 -2.52273 0.15392
O 1.69356 -3.57308 -0.42688
N 1.00882 -1.44051 0.01911
C -0.09668 -1.27268 -0.80921
C -0.56687 -2.26774 -1.66652
C -1.66272 -2.02647 -2.47612
C -2.31944 -0.80568 -2.43649
C -1.85856 0.16673 -1.56942
S -2.75490 1.71196 -1.39371
O -3.45230 1.98497 -2.61405
O -1.85445 2.69921 -0.87117
N -3.89941 1.40615 -0.22670
C -3.42898 1.36894 1.13735
C -3.28206 -0.02750 1.75013
C -4.58588 -0.53250 2.36679
C -5.65922 -0.89232 1.34286
C -6.02150 0.24132 0.38318
C -4.94155 0.50119 -0.66456
C -0.76231 -0.04748 -0.76298
C 4.52619 -0.84693 -0.17101
C 5.12705 0.35727 -0.48581
O 6.01511 0.54789 -1.49529
C 6.36169 -0.55264 -2.29901
H 5.45860 3.75794 1.65198
H 4.11470 4.10755 0.52585
H 5.77475 4.60643 0.11876
H 3.67605 2.26320 1.92502
H 2.64795 0.12464 2.46587
H 3.65700 -3.09209 1.08096
H 2.51577 -2.27355 2.15948
H 1.27828 -0.61378 0.53952
H -0.06011 -3.21802 -1.69839
H -2.00658 -2.80047 -3.14511
H -3.15812 -0.58513 -3.07663
H -2.46998 1.88835 1.11625
H -4.10820 1.96416 1.75895
H -2.92235 -0.73038 0.99601
H -2.52842 0.02623 2.53883
H -4.97356 0.23463 3.04152
H -4.37356 -1.42032 2.96744
H -5.32499 -1.75313 0.75802
H -6.55877 -1.19467 1.88436
H -6.93260 -0.04123 -0.14793
H -6.23070 1.15794 0.93373
H -4.51317 -0.46491 -0.97459
H -5.37429 0.97214 -1.55004
H -0.42399 0.75138 -0.12080
H 4.74308 -1.73391 -0.74455
H 5.49007 -0.96297 -2.81950
H 6.84120 -1.34424 -1.71362
H 7.06967 -0.16839 -3.03135
*
```

Calculated values
- SMILES = COc1ccc(CC(=O)Nc2cccc(S(=O)(=O)N3CCCCCC3)c2)cc1OC
- HOMO (eV) = -8.3
- energy (Eh) = -1739.0169
- energy above the lowest of the compared OMol25 structures with the same formula, charge and spin (eV) = 2.9540
- largest force on an atom (Eh/bohr) = 0.022

Löwdin atomic charge list, values in e, 2 entries: C -0.08; O -0.06



No. 4
C3H6NO6S | the ωB97M-V functional and the def2-TZVPD basis

```
! RIJCOSX wB97M-V def2-TZVPD def2/J DEFGRID3
* xyz -1 1
N -0.54129 -1.31150 -0.21595
C -0.76523 0.08017 -0.73436
C -2.23573 0.65799 -0.27646
O -2.40933 0.91621 0.96084
O -3.02958 0.65817 -1.19140
C 0.30632 0.94767 0.02094
O 0.00733 1.01795 1.34198
S 2.08354 0.06420 -0.16956
O 2.28730 -0.65664 -1.38942
O 3.16754 0.95967 0.18720
O 2.24563 -1.06251 1.08301
H -1.18235 -2.06737 -0.28824
H -0.23430 -1.30840 0.73778
H -0.66769 -0.01205 -1.76877
H 0.44028 1.87416 -0.39658
H -1.12414 0.99346 1.39252
H 1.65171 -1.75118 0.70647
*
```

Calculated values
- SMILES = N[C@@H](C(=O)[O-])[C@@H](O)S(=O)(=O)O
- HOMO (eV) = -5.2
- energy (Eh) = -1022.3523
- energy above the lowest of the compared OMol25 structures with the same formula, charge and spin (eV) = 0.3733
- largest force on an atom (Eh/bohr) = 0.075

Löwdin atomic charge list, values in e, 2 entries: N 0.03; C -0.20



No. 5
C4H12N2O | the ωB97M-V functional and the def2-TZVPD basis

```
! RIJCOSX wB97M-V def2-TZVPD def2/J DEFGRID3
* xyz 0 1
C -0.66408 0.05790 -0.07398
C 0.44334 -0.67747 -0.56554
C 1.33948 -0.97434 1.16334
C -1.32777 0.16547 -2.09905
N -0.47166 1.36304 0.37547
N 2.01536 0.15681 1.70719
O -1.62063 -0.64674 0.59474
H -1.71192 -0.31922 1.49884
H -0.47871 2.05228 -0.36687
H -1.12793 1.67987 1.07664
H 1.39537 0.81692 2.16163
H 2.59898 0.62980 1.02549
H 0.23946 -1.69272 -0.87956
H 1.18852 -0.12906 -1.12629
H 0.62777 -1.40206 1.86872
H 2.04812 -1.74389 0.85966
H -0.81884 0.99100 -2.60399
H -2.37545 0.42164 -1.92241
H -1.29940 -0.74921 -2.69404
*
```

Calculated values
- HOMO (eV) = -6.7
- energy (Eh) = -344.2132
- energy above the lowest of the compared OMol25 structures with the same formula, charge and spin (eV) = 4.6752
- largest force on an atom (Eh/bohr) = 0.121

Löwdin atomic charge list, values in e, 2 entries: C -0.59; C -0.07



No. 6
C22H14F5N2O3V | the ωB97M-V functional and the def2-TZVPD basis

```
! RIJCOSX wB97M-V def2-TZVPD def2/J DEFGRID3
* xyz 2 1
V -0.23554 0.56033 0.22246
O -1.23701 -0.36709 1.26551
C -2.51071 -0.57719 1.66790
C -2.82973 -1.65780 2.46251
C -4.15857 -1.81241 2.84012
C -5.14069 -0.90768 2.44021
C -4.80272 0.17386 1.65350
C -3.47103 0.35269 1.25349
C -3.08266 1.48331 0.48028
N -1.88653 1.76522 0.05673
C -1.70973 3.04066 -0.67324
C -0.62988 2.79855 -1.70182
N 0.40868 2.09212 -0.95474
C 1.65972 2.37409 -1.08415
C 2.70505 1.79879 -0.28693
C 4.05109 2.02920 -0.60346
C 5.04725 1.53428 0.21141
C 4.71716 0.83443 1.37173
C 3.39475 0.61568 1.73012
C 2.40836 1.08996 0.88992
O 1.09566 0.91869 1.23952
H -2.06402 -2.35359 2.77541
H -4.43206 -2.65526 3.46083
H -6.16514 -1.05228 2.75193
H -5.55657 0.88681 1.34371
H -3.87176 2.19446 0.23889
H -1.38425 3.79959 0.04067
H -2.64820 3.35780 -1.12535
H -0.25433 3.72778 -2.12823
H -0.99042 2.15361 -2.50632
H 1.94851 3.11829 -1.82569
H 4.29991 2.59166 -1.49462
H 6.08501 1.69996 -0.04065
H 5.50435 0.46294 2.01415
H 3.12919 0.09293 2.63818
F 1.96301 -5.46769 -2.38985
C 1.51898 -4.27539 -2.06318
C 0.81411 -3.52141 -2.99586
F 0.59264 -4.00323 -4.20185
C 0.34623 -2.26533 -2.65278
F -0.32647 -1.52836 -3.52511
C 0.57900 -1.76951 -1.37576
O 0.13022 -0.53138 -1.03632
C 1.28656 -2.52631 -0.45097
F 1.50681 -2.00530 0.76040
C 1.76006 -3.77801 -0.78676
F 2.43572 -4.49248 0.09406
*
```

Calculated values
- HOMO (eV) = -15.0
- energy (Eh) = -2624.7679
- energy above the lowest of the compared OMol25 structures with the same formula, charge and spin (eV) = 0.0664
- largest force on an atom (Eh/bohr) = 0.010

Löwdin atomic charge list, values in e, 2 entries: V 1.20; O -0.10



Q: energy above the lowest of the compared OMol25 structures with the same formula, charge and spin of number 3 (C22H28N2O5S)?
A: 2.9540 eV



Q: The lowest largest force on an atom belongs to which entry?
A: C22H14F5N2O3V



Repeat the second record exactly.
C2H5N2OS2 | the ωB97M-V functional and the def2-TZVPD basis

```
! RIJCOSX wB97M-V def2-TZVPD def2/J DEFGRID3
* xyz 1 1
C -1.38009 -0.64790 0.21527
C -1.33725 0.15844 1.46085
N -0.45736 -0.62205 -0.70183
N 1.95805 0.54818 -1.01051
O -2.40342 -1.29835 0.35330
S -0.81473 -0.14863 3.03823
S -2.25732 1.28674 2.29232
H 0.48283 -0.08851 -0.70650
H -0.61686 -1.24859 -1.48170
H 2.56616 0.88194 -0.27339
H 1.78680 1.32605 -1.64170
H 2.47319 -0.14729 -1.54435
*
```

Calculated values
- HOMO (eV) = -14.3
- energy (Eh) = -1060.0157
- energy above the lowest of the compared OMol25 structures with the same formula, charge and spin (eV) = 1.7727
- largest force on an atom (Eh/bohr) = 0.022

Löwdin atomic charge list, values in e, 2 entries: C -0.61; C -0.85



Q: What is the formula in the fourth record?
A: C3H6NO6S